1.
C11H12N2OS2 in the gas phase in a non-equilibrium geometry. Source: the OMol25 dataset; level of theory: wB97M-V/def2-TZVPD.

The geometry in ORCA input format:
```
! RIJCOSX wB97M-V def2-TZVPD def2/J DEFGRID3
* xyz 0 1
C 0.94 1.88 4.02
C 0.18 1.16 2.98
N 0.22 -0.11 2.77
C -0.60 -0.51 1.76
C -0.63 -1.94 1.34
C 0.58 -2.26 0.44
N 0.67 -1.33 -0.66
C -0.07 -1.49 -1.78
O -0.67 -2.52 -2.04
C -0.09 -0.33 -2.69
C 0.29 0.97 -2.50
C 0.06 1.78 -3.63
C -0.49 1.08 -4.66
S -0.75 -0.57 -4.27
C -1.28 0.50 1.16
S -0.91 2.02 1.88
H 1.53 2.68 3.57
H 0.27 2.33 4.74
H 1.60 1.18 4.53
H -0.59 -2.58 2.23
H -1.54 -2.14 0.79
H 0.47 -3.26 0.02
H 1.51 -2.20 1.02
H 1.04 -0.41 -0.45
H 0.71 1.36 -1.59
H 0.29 2.83 -3.68
H -0.77 1.44 -5.63
H -1.97 0.45 0.34
*
```

Summary:
LUMO in eV: 0.52
SMILES string: Cc1nc(CCNC(=O)c2cccs2)cs1
Energy relative to the best compared isomer or geometry (same formula, charge and spin) in eV: 0.218

Electronic structure analysis, Löwdin charges in units of e: C -0.086; C -0.639; N 0.088; C -0.415; C -0.115; C -0.165; N 0.064; C -0.534; O 0.043; C -0.441; C -0.124; C -0.186; C -0.406; S 1.089; C -0.372; S 1.020; H 0.075; H 0.078; H 0.082; H 0.118; H 0.119; H 0.121; H 0.122; H 0.123; H 0.105; H 0.101; H 0.062; H 0.072

=====

2.
C5H6N2S in the gas phase in a non-equilibrium geometry. Source: the OMol25 dataset; level of theory: wB97M-V/def2-TZVPD.

The geometry in ORCA input format:
```
! RIJCOSX wB97M-V def2-TZVPD def2/J DEFGRID3
* xyz 0 1
C -1.69 -1.77 0.00
C -0.82 -0.71 -0.04
C -1.48 0.58 0.01
N -2.16 1.54 -0.09
N 0.55 -0.79 -0.08
C 1.51 0.17 -0.07
C 1.12 1.61 0.04
S 3.02 -0.33 -0.04
H -1.37 -2.83 -0.02
H -2.74 -1.66 0.07
H 0.88 -1.77 0.11
H 0.54 2.01 -0.87
H 2.05 2.16 0.02
H 0.57 1.80 0.96
*
```

Summary:
LUMO in eV: -0.30
SMILES string: C=C(C#N)NC(C)=S
Energy relative to the best compared isomer or geometry (same formula, charge and spin) in eV: 1.813

Electronic structure analysis, Löwdin charges in units of e: C 0.096; C -0.315; C -0.195; N 0.177; N -0.007; C -0.901; C -0.118; S 0.722; H 0.076; H 0.053; H 0.154; H 0.115; H 0.058; H 0.085

=====

3.
C20H21ClN4O2S in the gas phase in a non-equilibrium geometry. Source: the OMol25 dataset; level of theory: wB97M-V/def2-TZVPD.

The geometry in ORCA input format:
```
! RIJCOSX wB97M-V def2-TZVPD def2/J DEFGRID3
* xyz 0 1
C 0.25 -1.16 -2.99
C 1.27 -2.21 -2.57
O 0.86 -2.77 -1.32
C 1.39 -3.94 -1.00
O 2.11 -4.59 -1.71
C 0.97 -4.43 0.38
S -0.26 -3.39 1.19
C 0.75 -2.03 1.53
N 2.03 -1.94 1.30
N 2.43 -0.73 1.70
C 1.40 -0.08 2.16
C 1.44 1.31 2.70
N 0.38 2.13 2.16
C 0.32 2.51 0.83
C 1.10 1.91 -0.16
C 0.94 2.26 -1.48
C -0.01 3.20 -1.84
Cl -0.24 3.61 -3.51
C -0.78 3.83 -0.87
C -0.61 3.48 0.46
N 0.29 -0.87 2.10
C -1.07 -0.59 2.50
C -1.84 0.19 1.46
C -2.76 1.15 1.85
C -3.48 1.86 0.91
C -3.29 1.62 -0.44
C -2.37 0.66 -0.84
C -1.65 -0.05 0.10
H 0.53 -0.75 -3.96
H -0.74 -1.60 -3.06
H 0.22 -0.35 -2.26
H 1.34 -3.01 -3.31
H 2.26 -1.76 -2.44
H 1.86 -4.45 1.01
H 0.55 -5.43 0.30
H 2.44 1.71 2.49
H 1.31 1.27 3.79
H -0.05 2.78 2.80
H 1.85 1.18 0.10
H 1.56 1.81 -2.24
H -1.50 4.57 -1.15
H -1.21 3.97 1.21
H -1.04 -0.03 3.44
H -1.56 -1.55 2.67
H -2.91 1.35 2.91
H -4.20 2.60 1.23
H -3.85 2.17 -1.17
H -2.22 0.47 -1.89
H -0.95 -0.81 -0.22
*
```

Summary:
LUMO in eV: 0.43
SMILES string: CCOC(=O)CSc1nnc(CNc2ccc(Cl)cc2)n1Cc1ccccc1
Energy relative to the best compared isomer or geometry (same formula, charge and spin) in eV: 0.000

Electronic structure analysis, Löwdin charges in units of e: C -0.056; C -0.195; O -0.062; C -0.567; O 0.116; C -0.341; S 1.005; C -0.625; N 0.039; N 0.069; C -0.319; C -0.110; N 0.022; C -0.267; C -0.016; C -0.116; C -0.690; Cl 0.652; C -0.115; C -0.036; N 0.003; C -0.093; C -0.213; C -0.057; C -0.089; C -0.091; C -0.066; C -0.029; H 0.085; H 0.084; H 0.045; H 0.125; H 0.136; H 0.092; H 0.093; H 0.132; H 0.130; H 0.134; H 0.099; H 0.105; H 0.108; H 0.114; H 0.132; H 0.115; H 0.112; H 0.105; H 0.107; H 0.104; H 0.091

=====

4.
C3H5NO2 in the gas phase in a non-equilibrium geometry. Source: the OMol25 dataset; level of theory: wB97M-V/def2-TZVPD.

The geometry in ORCA input format:
```
! RIJCOSX wB97M-V def2-TZVPD def2/J DEFGRID3
* xyz 0 1
N 1.98 -1.63 -0.49
C 0.91 -1.40 -0.10
C -0.44 -1.06 0.40
O -1.05 -0.03 -0.34
C -0.50 1.25 -0.12
O 0.69 1.51 -0.79
H -1.08 -1.94 0.30
H -0.36 -0.81 1.46
H -1.21 1.96 -0.54
H -0.40 1.42 0.97
H 1.33 0.80 -0.70
*
```

Summary:
LUMO in eV: 0.71
SMILES string: N#CCOCO
Energy relative to the best compared isomer or geometry (same formula, charge and spin) in eV: 1.772

Electronic structure analysis, Löwdin charges in units of e: N 0.162; C -0.171; C -0.199; O -0.098; C -0.285; O -0.006; H 0.135; H 0.133; H 0.135; H 0.133; H 0.060

=====

5.
A molecular structure, C57H62BaClIN2O3P4SSb in a non-equilibrium geometry. Source: the OMol25 dataset; level of theory: wB97M-V/def2-TZVPD.

The geometry in ORCA input format:
```
! RIJCOSX wB97M-V def2-TZVPD def2/J DEFGRID3
* xyz 1 1
Ba -0.14 0.03 -0.48
O -1.77 1.55 -0.79
P -2.27 2.28 -1.99
C -2.89 1.14 -3.29
P -1.63 -0.16 -3.55
O -1.29 -0.75 -2.24
C -0.24 0.64 -4.38
C 1.03 0.57 -3.82
C 2.10 1.20 -4.43
C 1.92 1.87 -5.63
C 0.66 1.93 -6.21
C -0.42 1.33 -5.59
C -2.38 -1.38 -4.66
C -2.91 -1.07 -5.92
C -3.47 -2.07 -6.69
C -3.53 -3.38 -6.21
C -3.02 -3.68 -4.96
C -2.45 -2.68 -4.19
C -3.71 3.34 -1.66
C -3.71 4.71 -1.88
C -4.87 5.45 -1.65
C -6.01 4.82 -1.20
C -6.01 3.45 -0.95
C -4.86 2.72 -1.18
C -1.04 3.35 -2.75
C -1.34 4.09 -3.90
C -0.40 4.97 -4.42
C 0.84 5.09 -3.82
C 1.15 4.36 -2.68
C 0.20 3.51 -2.13
H -3.17 1.68 -4.19
H -3.77 0.63 -2.88
H 1.18 -0.01 -2.91
H 3.09 1.13 -3.99
H 2.76 2.35 -6.11
H 0.52 2.45 -7.14
H -1.40 1.39 -6.04
H -2.88 -0.06 -6.30
H -3.88 -1.84 -7.66
H -3.97 -4.16 -6.82
H -3.06 -4.70 -4.58
H -2.04 -2.90 -3.21
H -2.81 5.22 -2.22
H -4.86 6.51 -1.83
H -6.91 5.39 -1.03
H -6.90 2.96 -0.57
H -4.84 1.65 -0.97
H -2.31 4.00 -4.37
H -0.64 5.55 -5.30
H 1.58 5.76 -4.24
H 2.12 4.46 -2.21
H 0.39 2.97 -1.22
Cl 3.20 -6.81 -1.09
C 2.74 -5.17 -0.78
C 3.23 -4.53 0.32
C 2.85 -3.22 0.61
I 3.86 -2.17 2.12
C 1.89 -2.50 -0.13
O 1.41 -1.35 0.20
C 1.56 -3.13 -1.39
N 0.99 -2.32 -2.31
C 0.76 -2.79 -3.51
C 0.98 -4.13 -3.88
C 1.57 -4.96 -2.97
C 1.95 -4.46 -1.71
H 3.94 -5.03 0.97
H 0.38 -2.09 -4.25
H 0.71 -4.47 -4.87
H 1.81 -5.99 -3.22
C -2.42 3.77 1.45
P -0.79 3.14 2.05
C -0.01 4.74 2.56
C -1.27 2.52 3.71
C -2.12 3.24 4.55
C -2.46 2.76 5.80
C -1.94 1.56 6.25
C -1.08 0.84 5.43
C -0.75 1.29 4.16
P 0.34 0.34 3.02
C 0.72 -1.15 4.03
C 1.92 1.27 3.29
H -2.92 4.41 2.17
H -3.05 2.91 1.24
H -2.26 4.33 0.53
H -0.68 5.35 3.17
H 0.28 5.31 1.67
H 0.89 4.53 3.14
H -2.52 4.20 4.24
H -3.14 3.33 6.43
H -2.19 1.19 7.23
H -0.67 -0.09 5.81
H 1.37 -0.93 4.87
H 1.22 -1.86 3.37
H -0.20 -1.63 4.39
H 2.17 1.30 4.35
H 1.81 2.28 2.90
H 2.71 0.76 2.73
S 4.40 3.31 -0.21
C 2.79 2.69 -0.05
N 2.56 1.54 -0.57
C 3.71 1.03 -1.16
C 3.84 -0.22 -1.77
C 5.06 -0.59 -2.29
C 6.16 0.27 -2.21
C 6.06 1.50 -1.60
C 4.83 1.87 -1.07
H 2.04 3.26 0.49
H 2.98 -0.88 -1.80
H 5.17 -1.56 -2.76
H 7.11 -0.05 -2.62
H 6.92 2.16 -1.52
C -5.39 -2.41 0.32
C -4.35 -1.29 0.34
Sb -2.27 -1.91 0.30
C -2.06 -2.48 2.39
C -3.21 -3.15 3.12
C -2.41 -3.84 -0.70
C -2.56 -5.04 0.23
H -6.39 -2.01 0.48
H -5.21 -3.15 1.09
H -5.39 -2.92 -0.64
H -4.44 -0.68 1.24
H -4.49 -0.63 -0.51
H -1.83 -1.52 2.86
H -1.15 -3.08 2.43
H -4.12 -2.54 3.08
H -2.96 -3.28 4.18
H -3.43 -4.14 2.72
H -1.48 -3.93 -1.27
H -3.24 -3.79 -1.40
H -1.78 -5.05 0.99
H -2.47 -5.97 -0.34
H -3.53 -5.05 0.72
*
```

Summary:
LUMO in eV: -2.34

Atom charges from the Löwdin analysis, given in e for atoms 1 to 99: Ba 1.719; O -0.692; P 0.743; C -0.249; P 0.740; O -0.739; C -0.272; C -0.088; C -0.038; C -0.049; C -0.061; C -0.081; C -0.261; C -0.072; C -0.065; C -0.059; C -0.052; C -0.081; C -0.285; C -0.079; C -0.058; C -0.060; C -0.058; C -0.081; C -0.284; C -0.102; C -0.062; C -0.053; C -0.049; C -0.070; H 0.082; H 0.081; H 0.042; H 0.105; H 0.115; H 0.114; H 0.096; H 0.094; H 0.112; H 0.112; H 0.115; H 0.072; H 0.102; H 0.112; H 0.112; H 0.113; H 0.095; H 0.117; H 0.114; H 0.114; H 0.098; H 0.058; Cl 0.695; C -0.620; C -0.175; C -0.603; I 0.973; C -0.483; O -0.573; C -0.161; N 0.086; C -0.146; C -0.036; C -0.017; C -0.173; H 0.095; H 0.096; H 0.110; H 0.093; C -0.278; P 0.888; C -0.276; C -0.393; C -0.099; C -0.076; C -0.073; C -0.088; C -0.392; P 0.847; C -0.307; C -0.270; H 0.037; H 0.034; H 0.027; H 0.037; H 0.032; H 0.034; H 0.093; H 0.107; H 0.108; H 0.090; H 0.050; H -0.032; H 0.024; H 0.053; H -0.003; H -0.002; S 1.072; C -0.491

=====

no.,total energy (eV)
1,-38300.5785
2,-19096.1974
3,-54494.5326
4,-8775.9229
5,-145082.4608